{
  "formula": "C50H112F26N12O34S10",
  "method": "ωB97M-V/def2-TZVPD",
  "species": ["C", "O", "C", "C", "N", "H", "H", "C", "C", "O", "C", "H", "H", "H", "H", "H", "H", "H", "H", "H", "H", "H", "H", "H", "H", "C", "O", "C", "C", "N", "H", "H", "C", "C", "O", "C", "H", "H", "H", "H", "H", "H", "H", "H", "H", "H", "H", "H", "H", "H", "C", "O", "C", "C", "N", "H", "H", "C", "C", "O", "C", "H", "H", "H", "H", "H", "H", "H", "H", "H", "H", "H", "H", "H", "H", "C", "O", "C", "C", "N", "H", "H", "C", "C", "O", "C", "H", "H", "H", "H", "H", "H", "H", "H", "H", "H", "H", "H", "H", "H", "C", "O", "C", "C", "N", "H", "H", "C", "C", "O", "C", "H", "H", "H", "H", "H", "H", "H", "H", "H", "H", "H", "H", "H", "H", "C", "O", "C", "C", "N", "H", "H", "C", "C", "O", "C", "H", "H", "H", "H", "H", "H", "H", "H", "H", "H", "H", "H", "H", "H", "C", "O", "C", "C", "N", "H", "H", "C", "C", "O", "C", "H", "H", "H", "H", "H", "H", "H", "H", "H", "H", "H", "H", "H", "H", "N", "S", "O", "O", "F", "S", "O", "O", "F", "C", "F", "F", "F", "S", "O", "O", "N", "S", "O", "O", "C", "F", "F", "F", "C", "F", "F", "F", "S", "O", "O", "N", "S", "O", "O", "C", "F", "F", "F", "C", "F", "F", "F", "S", "O", "O", "N", "S", "O", "O", "C", "F", "F", "F", "C", "F", "F", "F", "S", "O", "O", "N", "S", "O", "O", "C", "F", "F", "F"],
  "positions_angstrom": [[-35.17956, -6.28447, -3.00271], [-35.54628, -6.11074, -4.36242], [-34.39893, -5.59340, -5.03936], [-34.88981, -5.52064, -6.45409], [-36.25728, -4.89322, -6.53567], [-36.71391, -5.49407, -5.90100], [-36.18278, -3.96554, -6.20249], [-36.93033, -5.06974, -7.88597], [-37.65188, -6.37216, -7.91174], [-38.70861, -6.38926, -6.97302], [-39.09050, -7.71937, -6.74227], [-34.72246, -5.44154, -2.53617], [-34.51998, -7.10113, -2.95604], [-36.05351, -6.52322, -2.44279], [-33.49149, -6.14610, -5.01718], [-34.20189, -4.60108, -4.54045], [-34.96205, -6.53293, -6.83885], [-34.10566, -4.99561, -7.09430], [-36.14750, -4.88975, -8.61718], [-37.52768, -4.17992, -7.95284], [-36.92579, -7.14991, -7.75204], [-38.14116, -6.43518, -8.91108], [-39.58063, -8.30331, -7.63146], [-39.85701, -7.61900, -5.96404], [-38.20670, -8.26905, -6.39806], [-26.00914, -3.25993, -15.01501], [-26.57450, -3.71269, -13.73049], [-26.43498, -5.03703, -13.56840], [-27.60574, -5.86430, -13.93682], [-28.79381, -5.39130, -13.10709], [-29.09692, -4.45445, -13.34625], [-29.60718, -5.99767, -13.16280], [-28.61467, -5.22486, -11.57562], [-29.98772, -5.50991, -10.92495], [-30.38750, -6.68248, -11.49876], [-31.53584, -7.17364, -10.87261], [-25.65740, -2.28733, -14.79421], [-26.75237, -3.28435, -15.80228], [-25.13168, -3.85050, -15.12662], [-26.27865, -5.26985, -12.50493], [-25.56189, -5.44296, -14.07641], [-27.55010, -6.92239, -13.68971], [-27.97600, -5.75803, -14.94935], [-28.25335, -4.23035, -11.29840], [-27.98848, -6.03423, -11.22968], [-30.70233, -4.75160, -11.30158], [-29.98005, -5.53595, -9.84102], [-31.23731, -7.43808, -9.82400], [-31.94161, -8.07695, -11.33427], [-32.27311, -6.37826, -10.87496], [-37.00803, 4.81630, -7.60829], [-37.13288, 3.98307, -8.73575], [-37.07370, 2.63183, -8.62335], [-37.52606, 2.10678, -9.92402], [-38.89824, 2.50043, -10.16405], [-39.47839, 1.77829, -9.74759], [-39.18441, 3.25575, -9.52032], [-39.43223, 2.76974, -11.55001], [-40.82905, 3.37669, -11.39447], [-40.86297, 4.35359, -10.34333], [-42.19038, 4.47884, -9.77582], [-37.58746, 5.68303, -7.90124], [-35.94593, 5.07120, -7.39491], [-37.58548, 4.37657, -6.77944], [-37.69548, 2.32892, -7.79033], [-36.10594, 2.27511, -8.29997], [-37.48746, 1.03406, -10.02893], [-36.85414, 2.45733, -10.70500], [-39.55414, 1.80344, -12.09140], [-38.70244, 3.34650, -12.12383], [-41.50213, 2.60546, -11.07661], [-41.21699, 3.79720, -12.32358], [-42.56826, 3.49303, -9.52450], [-42.68560, 4.95768, -10.58842], [-42.11112, 5.22031, -8.98695], [-43.43990, -2.37671, -7.67524], [-43.01417, -2.52336, -6.33669], [-43.79370, -1.85996, -5.43069], [-42.94646, -1.63301, -4.20621], [-42.56638, -2.95178, -3.61925], [-43.38028, -3.52730, -3.41087], [-42.09555, -3.48783, -4.35112], [-41.59316, -3.05407, -2.42881], [-40.14393, -3.08936, -3.02106], [-39.93670, -4.08994, -4.00704], [-39.31836, -3.53093, -5.14034], [-43.37287, -1.29276, -7.97352], [-44.45762, -2.74984, -7.79173], [-42.75480, -3.07936, -8.21858], [-44.66746, -2.41238, -4.99897], [-44.19089, -0.88277, -5.70368], [-43.36143, -0.98768, -3.41333], [-42.01347, -1.09781, -4.49620], [-41.74536, -4.00372, -1.92644], [-41.75859, -2.28961, -1.71165], [-39.45528, -3.26385, -2.20296], [-39.83664, -2.08801, -3.44205], [-38.32039, -3.14552, -4.93981], [-39.95028, -2.81621, -5.65167], [-39.18009, -4.37559, -5.84570], [-38.35528, -2.67592, -11.93904], [-37.46273, -3.73424, -12.17140], [-37.80848, -4.63238, -13.22737], [-36.58697, -5.31192, -13.69483], [-35.45356, -4.29228, -13.82277], [-35.32715, -3.76752, -12.95632], [-34.60283, -4.73222, -14.19717], [-35.84493, -3.26234, -14.86245], [-34.87457, -2.11025, -14.83612], [-34.89264, -1.54280, -13.56024], [-34.29850, -0.31909, -13.60489], [-38.03911, -2.21900, -10.93238], [-39.39912, -3.00274, -11.86120], [-38.29386, -1.97232, -12.73813], [-38.30718, -4.11557, -14.03680], [-38.46645, -5.43998, -12.77664], [-36.82055, -5.73200, -14.66383], [-36.30437, -6.07545, -12.99607], [-36.82214, -2.91212, -14.62707], [-36.02222, -3.72764, -15.80829], [-35.21016, -1.38745, -15.59753], [-33.84092, -2.45078, -15.07373], [-34.24310, 0.21175, -12.64506], [-34.79536, 0.26349, -14.41875], [-33.20139, -0.38506, -13.89900], [-35.80020, 5.06862, 2.51743], [-35.82149, 4.17478, 1.41062], [-36.55596, 4.55064, 0.33178], [-36.97512, 3.28266, -0.42770], [-35.77727, 2.50869, -0.93323], [-35.00082, 2.40807, -0.23462], [-36.10581, 1.53262, -1.05899], [-35.36078, 3.06979, -2.23059], [-34.33082, 2.28577, -2.94627], [-33.24083, 2.25841, -2.06884], [-32.10349, 1.50975, -2.44283], [-35.06720, 4.60154, 3.11640], [-36.64484, 4.95602, 3.18992], [-35.61221, 6.12553, 2.23036], [-35.92726, 5.28667, -0.16322], [-37.52940, 4.99225, 0.63528], [-37.57683, 3.55486, -1.28568], [-37.40411, 2.53452, 0.28865], [-34.94269, 4.06112, -2.05966], [-36.29315, 3.22893, -2.76242], [-34.15598, 2.79244, -3.92842], [-34.66883, 1.23590, -3.18157], [-32.15357, 1.40358, -3.50130], [-31.98831, 0.54512, -1.92403], [-31.20230, 2.09975, -2.27073], [-33.42120, 2.94234, -10.75083], [-32.57887, 3.64076, -11.59120], [-31.65526, 2.90628, -12.32084], [-30.54038, 3.85430, -12.68960], [-30.10626, 4.62371, -11.44963], [-29.58566, 5.39279, -11.79208], [-30.93623, 4.95868, -10.96393], [-29.23399, 3.95708, -10.47197], [-28.76497, 4.92098, -9.36709], [-29.82515, 5.73395, -8.90185], [-29.31111, 6.74268, -7.99485], [-33.76164, 3.60055, -9.95291], [-32.73873, 2.21406, -10.26084], [-34.24732, 2.37344, -11.22342], [-32.13139, 2.60357, -13.27230], [-31.38269, 1.96703, -11.83461], [-30.97849, 4.68101, -13.24814], [-29.69054, 3.41660, -13.12964], [-28.35703, 3.51797, -11.00970], [-29.82545, 3.16514, -10.04375], [-27.99945, 5.62232, -9.75434], [-28.21367, 4.30648, -8.58451], [-30.14142, 7.33938, -7.63642], [-28.57618, 7.35267, -8.59640], [-28.90023, 6.30823, -7.07804], [-41.01800, 0.50614, -8.87491], [-41.22658, -0.38707, -10.27314], [-42.07888, 0.42414, -11.18318], [-41.40976, -1.78544, -10.04859], [-39.81955, -0.15552, -11.09338], [-40.10147, -0.15823, -7.77167], [-39.07372, -0.96001, -8.29378], [-40.74945, -0.53961, -6.54786], [-39.40957, 1.17797, -7.36944], [-39.69936, -1.32693, 1.18962], [-39.20991, -2.07742, 2.17777], [-40.52187, -2.11585, 0.45154], [-40.44507, -0.47901, 1.88747], [-38.53420, -0.48808, -0.03355], [-39.37214, 0.09841, -1.03594], [-37.70467, 0.35699, 0.70568], [-37.82059, -1.77488, -0.64356], [-36.48188, -1.66699, -1.49075], [-36.67690, -2.31294, -2.74951], [-35.78269, -0.38062, -1.35212], [-35.53344, -2.95069, -0.46878], [-34.40793, -3.46344, -1.01564], [-35.21416, -2.41400, 0.74986], [-36.42261, -3.92025, -0.27270], [-34.94312, -0.34832, -6.24745], [-35.66448, 0.51406, -5.59139], [-34.20958, -1.14967, -5.49326], [-35.85121, -1.09002, -7.01365], [-33.61356, 0.56144, -7.25054], [-34.16111, 1.45379, -8.25418], [-32.90396, 1.08685, -6.10944], [-32.78320, -0.62542, -7.86821], [-32.99405, -1.13791, -9.31089], [-34.20042, -0.77472, -9.94384], [-31.76042, -1.21661, -10.11322], [-33.19660, -2.93802, -8.85103], [-32.15190, -3.41484, -8.05853], [-34.30052, -2.96846, -8.06171], [-33.45192, -3.74256, -9.87243], [-35.50725, -9.94716, -9.47970], [-36.80381, -9.75894, -9.86678], [-35.58581, -10.38665, -8.23238], [-34.94648, -10.91692, -10.27076], [-34.34967, -8.41273, -9.66149], [-34.07145, -8.46194, -11.08235], [-35.10952, -7.23625, -9.28911], [-33.08936, -8.89451, -8.82427], [-32.71047, -8.32269, -7.42842], [-32.18561, -6.99040, -7.39762], [-33.68008, -8.73157, -6.40323], [-31.25345, -9.26322, -6.89996], [-30.43115, -9.34089, -7.97895], [-30.67903, -8.59902, -5.87888], [-31.50897, -10.50696, -6.47581], [-33.39663, -3.92178, -18.39373], [-32.16652, -4.07796, -18.69648], [-33.57919, -2.77200, -17.70303], [-34.04381, -3.83414, -19.51410], [-34.11908, -5.38140, -17.39960], [-35.52322, -5.09996, -17.33276], [-33.62302, -6.54367, -18.07521], [-33.59380, -5.05965, -15.93584], [-32.19255, -5.58039, -15.39476], [-32.33786, -5.90026, -13.95601], [-31.40106, -6.45963, -16.19053], [-31.23294, -4.03102, -15.31495], [-29.96061, -4.46967, -15.33541], [-31.44041, -3.06581, -16.24620], [-31.36688, -3.37388, -14.12331]],
  "total_energy_ev": -320140.71763,
  "homo_lumo_gap_ev": 8.580,
  "lumo_energy_ev": -3.64,
  "charge": 2
}